# 1
ORCA calculation (ωB97M-V/def2-TZVPD) on 3 unconnected molecules or ions with the total composition C23H50FN3O5SSi in a non-equilibrium geometry.

Summary:
Gap between HOMO and LUMO (spin up / spin down) in eV: 9.282 / 9.646
Electronic energy in eV: -60798.0032
HOMO (spin up / spin down) in eV: -8.7 / -9.5
⟨S²⟩: 2.01

Geometry as ORCA input:
```
! RIJCOSX wB97M-V def2-TZVPD def2/J DEFGRID3
* xyz 0 3
C 4.060 2.631 -3.030
Si 5.666 1.962 -2.285
C 5.481 2.010 -0.414
C 6.070 0.218 -2.906
O 6.970 2.926 -2.781
C 7.069 3.027 -4.194
C 8.438 2.541 -4.694
N 9.344 3.663 -5.021
S 10.393 4.089 -3.837
O 10.133 3.462 -2.606
O 10.427 5.498 -3.782
F 11.721 3.529 -4.375
H 4.195 2.882 -4.081
H 3.246 1.913 -2.965
H 3.838 3.575 -2.535
H 5.303 1.003 -0.045
H 4.600 2.604 -0.174
H 6.328 2.498 0.063
H 5.183 -0.361 -3.148
H 6.725 0.266 -3.773
H 6.647 -0.269 -2.120
H 6.321 2.420 -4.709
H 6.919 4.082 -4.429
H 8.884 1.845 -3.996
H 8.285 1.984 -5.618
H 8.848 4.512 -5.262
C -1.452 1.751 -0.083
C -0.082 1.329 -0.654
C -0.185 1.199 -2.174
C -0.981 -0.027 -2.615
C -0.414 -1.295 -1.983
C -0.258 -1.211 -0.462
N 0.388 0.060 -0.018
O 1.663 -0.055 -0.208
C -1.632 -1.369 0.217
C 0.539 -2.429 0.004
C 0.836 2.500 -0.306
H -1.650 2.797 -0.316
H -2.291 1.197 -0.498
H -1.473 1.649 1.003
H 0.820 1.140 -2.606
H -0.642 2.100 -2.587
H -2.038 0.087 -2.360
H -0.940 -0.115 -3.703
H -1.051 -2.144 -2.236
H 0.562 -1.498 -2.437
H -1.561 -1.168 1.286
H -2.002 -2.389 0.102
H -2.406 -0.730 -0.203
H 1.500 -2.512 -0.500
H -0.017 -3.340 -0.221
H 0.715 -2.398 1.080
H 0.923 2.623 0.775
H 0.433 3.428 -0.710
H 1.839 2.393 -0.718
C -7.664 -2.448 4.797
C -7.141 -2.042 3.404
C -6.889 -3.298 2.568
C -5.663 -4.084 3.029
C -4.430 -3.181 3.071
C -4.635 -1.890 3.868
N -5.914 -1.201 3.526
O -5.749 -0.548 2.421
C -4.587 -2.195 5.379
C -3.436 -0.979 3.627
C -8.289 -1.250 2.783
H -8.695 -2.796 4.725
H -7.112 -3.266 5.252
H -7.653 -1.599 5.482
H -6.752 -3.019 1.519
H -7.771 -3.941 2.601
H -5.838 -4.537 4.008
H -5.482 -4.912 2.340
H -3.587 -3.736 3.488
H -4.153 -2.932 2.041
H -4.876 -1.319 5.961
H -3.574 -2.467 5.677
H -5.216 -3.030 5.679
H -3.277 -0.779 2.570
H -2.524 -1.446 3.999
H -3.552 -0.024 4.142
H -8.494 -0.344 3.356
H -9.194 -1.857 2.780
H -8.091 -0.968 1.751
*
```


# 2
ORCA calculation (ωB97M-V/def2-TZVPD) on a gas-phase ion, C8H21N4S (charge +1) in a non-equilibrium geometry.

Summary:
Gap between HOMO and LUMO in eV: 7.817
Electronic energy in eV: -25419.3819
HOMO in eV: -11.8

Geometry as ORCA input:
```
! RIJCOSX wB97M-V def2-TZVPD def2/J DEFGRID3
* xyz 1 1
C 0.130 0.797 0.047
C -1.109 0.079 0.750
C 1.330 -0.141 0.211
C 0.274 2.217 0.674
C 2.340 0.798 -2.009
C 1.207 -2.562 0.320
C -2.434 0.903 0.301
C 2.571 0.513 -0.528
N -1.143 -1.316 0.215
N 0.962 -1.301 -0.355
N -1.917 -1.411 -0.935
N -3.544 -0.099 0.647
S 1.606 0.025 2.129
H -0.247 1.011 -0.888
H -0.856 0.121 1.749
H 1.126 2.608 0.222
H 0.340 2.200 1.703
H -0.452 2.948 0.565
H 3.071 1.329 -2.514
H 1.491 1.344 -2.209
H 2.207 -0.113 -2.758
H 0.462 -3.196 0.198
H 2.220 -2.937 0.087
H 1.358 -2.492 1.357
H -2.554 1.193 -0.829
H -2.367 1.714 0.976
H 2.910 1.391 -0.138
H 3.308 -0.266 -0.269
H -1.844 -0.942 -1.812
H -1.744 -2.390 -1.102
H -3.152 -0.740 -0.086
H -4.383 0.407 0.456
H -3.525 -0.619 1.512
H 2.357 -1.074 2.314
*
```


# 3
ORCA calculation (ωB97M-V/def2-TZVPD) on a single C5H6N2O molecule in a non-equilibrium geometry.

Summary:
Gap between HOMO and LUMO in eV: 11.588
Electronic energy in eV: -10306.9743
HOMO in eV: -11.3
SMILES: C[C@@H](O)C(C#N)C#N

Geometry as ORCA input:
```
! RIJCOSX wB97M-V def2-TZVPD def2/J DEFGRID3
* xyz 0 1
C 2.215 -0.117 -0.058
C 0.748 -0.639 -0.333
O 0.688 -1.999 0.231
C -0.437 0.170 0.415
C -1.816 -0.233 0.047
N -2.859 -0.606 -0.248
C -0.017 1.594 0.202
N 0.241 2.704 -0.166
H 2.290 0.019 1.027
H 3.067 -1.087 -0.201
H 2.586 0.758 -0.797
H 0.544 -0.498 -1.479
H 0.579 -2.661 -0.611
H -0.402 0.125 1.474
*
```


# 4
ORCA calculation (ωB97M-V/def2-TZVPD) on 2 unconnected molecules or ions with the total composition C3H10NS in a non-equilibrium geometry.

Summary:
Gap between HOMO and LUMO (spin up / spin down) in eV: 2.306 / 6.232
Electronic energy in eV: -15593.9653
HOMO (spin up / spin down) in eV: 4.2 / 0.3
⟨S²⟩: 0.75

Geometry as ORCA input:
```
! RIJCOSX wB97M-V def2-TZVPD def2/J DEFGRID3
* xyz -2 2
C 0.693 2.927 0.069
S -0.677 1.804 0.499
H 0.317 3.959 0.171
H 1.464 2.799 0.836
H 1.154 2.801 -0.919
C -0.646 -1.500 0.439
N 0.508 -2.368 0.084
C 0.600 -2.675 -1.394
H -0.796 -0.655 -0.237
H -1.476 -2.225 0.386
H -0.480 -1.196 1.469
H 1.370 -1.910 0.349
H 1.613 -2.653 -1.808
H 0.146 -1.839 -1.922
H 0.039 -3.610 -1.463
*
```